Record 1
# C21H19CrN2S2Si

A molecular structure, C21H19CrN2S2Si in a non-equilibrium geometry (wB97M-V/def2-TZVPD, the Open Molecules 2025 dataset).

Each line ends with the Löwdin charge.
Cartesian coordinates (Å):
Cr 0.452 0.805 1.850  0.18
C -2.214 1.584 3.487  -0.04
C -1.103 2.082 2.606  -0.39
C 0.146 2.473 3.168  -0.20
C 1.143 3.059 2.351  -0.10
C 0.970 3.119 0.987  -0.08
C -0.285 2.756 0.416  -0.10
C -1.315 2.324 1.222  -0.08
H -2.738 0.749 3.022  0.08
H -2.940 2.378 3.682  0.09
H -1.821 1.241 4.443  0.09
H 0.296 2.401 4.236  0.12
H 2.085 3.342 2.800  0.13
H 1.773 3.466 0.351  0.12
H -0.441 2.858 -0.649  0.11
H -2.275 2.063 0.791  0.13
C 3.038 -0.685 -3.578  -0.17
C 2.057 0.272 -3.250  -0.09
C 1.270 0.475 -2.095  -0.05
C 1.401 -0.312 -1.017  -0.18
C 2.944 -2.269 -0.273  -0.37
C 3.679 -1.774 -3.019  -0.44
Si -0.610 -1.129 1.000  0.73
C -1.806 -1.284 -0.422  -0.33
C -2.391 -2.529 -0.666  -0.11
C -3.307 -2.705 -1.696  -0.08
C -3.647 -1.636 -2.510  -0.09
C -3.074 -0.390 -2.288  -0.08
C -2.173 -0.219 -1.249  -0.11
H 3.397 -0.536 -4.592  0.09
H 1.863 0.969 -4.056  0.10
H 0.531 1.264 -2.104  0.09
H 3.114 -2.845 0.628  0.04
H 4.368 -2.233 -3.725  0.04
H -0.358 -2.512 1.460  -0.01
H -2.122 -3.382 -0.053  0.09
H -3.747 -3.679 -1.866  0.10
H -4.354 -1.772 -3.318  0.10
H -3.333 0.446 -2.925  0.10
H -1.743 0.763 -1.088  0.07
S 3.908 -2.754 -1.629  0.98
C 2.098 -1.263 -0.312  -0.25
N 1.044 -0.526 0.358  -0.13
S 1.643 -0.093 3.606  0.62
C 2.124 -1.653 3.119  -0.79
N 2.453 -2.713 2.800  0.07

Cartesian forces (eV/Å) of the 6 atoms listed first:
Cr -0.071 0.877 -0.619
C -0.040 0.007 -0.001
C -0.134 0.077 0.140
C -0.018 0.288 0.158
C -0.003 -0.343 0.304
C 0.033 -0.221 -0.125

Values from the calculation:
HOMO (alpha / beta), eV: -7.022 / -7.229
Multiplicity: 4
LUMO energy (alpha / beta), eV: -0.211 / -1.114
HOMO-LUMO gap (alpha / beta), eV: 6.81 / 6.11



Record 2
# C25H38FN4O5PS5SbW

A molecular structure, C25H38FN4O5PS5SbW (wB97M-V/def2-TZVPD, the Open Molecules 2025 dataset).

Each line ends with the Löwdin charge.
Cartesian coordinates (Å):
W 0.456 -0.797 0.372  0.92
O 1.034 3.951 3.486  0.05
C 2.295 3.503 3.248  -0.26
C 3.395 4.255 3.651  -0.03
C 4.683 3.809 3.413  -0.08
C 4.893 2.600 2.766  -0.08
C 3.802 1.852 2.365  0.00
C 2.492 2.282 2.592  -0.07
C 1.403 1.415 2.095  -0.44
O 1.749 0.313 1.516  -0.32
N 0.157 1.749 2.210  0.02
N -0.647 0.766 1.607  -0.22
C -1.886 1.008 1.909  -0.88
S -3.246 0.161 1.242  1.01
C -4.421 0.749 2.488  -0.46
C -4.061 2.188 2.783  -0.50
S -2.262 2.313 3.012  1.00
H 1.094 4.789 3.958  0.11
H 3.229 5.200 4.158  0.11
H 5.523 4.411 3.737  0.11
H 5.896 2.242 2.577  0.10
H 3.936 0.904 1.862  0.12
H -4.360 0.126 3.380  0.08
H -5.415 0.658 2.048  0.07
H -4.535 2.541 3.699  0.08
H -4.363 2.835 1.958  0.06
N -1.160 -2.083 1.376  -0.16
C -2.023 -2.863 0.465  -0.25
C -1.127 -3.436 -0.599  -0.25
N -0.312 -2.343 -1.147  -0.19
H -0.563 -2.740 1.884  0.00
H -1.738 -1.592 2.050  0.04
H -2.758 -2.190 0.026  0.06
H -2.553 -3.651 1.006  0.12
H -1.705 -3.937 -1.378  0.13
H -0.433 -4.162 -0.174  0.09
H -0.788 -1.868 -1.909  0.06
H 0.517 -2.799 -1.576  -0.11
S 2.174 -4.251 -1.985  -0.26
Sb 3.218 -2.721 -0.655  0.33
S 2.050 -0.638 -1.377  0.05
S 1.710 -2.628 1.337  -0.05
C -1.981 4.044 -1.608  -0.06
C -1.877 3.019 -0.501  -0.29
O -1.868 1.683 -1.024  -0.33
P -0.493 0.850 -1.271  0.63
O 0.441 2.039 -1.822  -0.31
C 1.560 2.598 -1.102  -0.31
C 2.626 2.976 -2.101  -0.07
O -0.911 0.107 -2.631  -0.33
C -1.112 0.818 -3.869  -0.26
C -1.577 -0.180 -4.902  -0.06
H -2.066 5.044 -1.179  0.08
H -2.868 3.859 -2.217  0.08
H -1.104 4.011 -2.254  0.07
H -2.756 3.070 0.147  0.09
H -1.002 3.187 0.132  0.10
H 1.940 1.859 -0.399  0.05
H 1.204 3.470 -0.548  0.12
H 2.973 2.088 -2.628  0.07
H 3.473 3.425 -1.579  0.08
H 2.245 3.696 -2.826  0.08
H -0.168 1.279 -4.157  0.12
H -1.851 1.606 -3.705  0.11
H -0.835 -0.968 -5.028  0.09
H -1.720 0.319 -5.862  0.08
H -2.525 -0.633 -4.609  0.07
F -8.185 2.462 0.399  0.06
C -7.282 1.641 -0.173  -0.29
C -7.563 0.287 -0.247  -0.01
C -6.635 -0.550 -0.832  -0.03
C -5.411 -0.054 -1.344  -0.34
C -4.451 -0.903 -1.914  0.08
C -5.176 1.341 -1.239  -0.05
C -6.103 2.183 -0.665  -0.01
H -8.499 -0.085 0.145  0.12
H -6.841 -1.611 -0.902  0.12
H -4.647 -1.961 -2.024  0.07
H -3.497 -0.515 -2.244  0.05
H -4.237 1.732 -1.609  0.10
H -5.935 3.250 -0.591  0.12

Cartesian forces (eV/Å) of the 6 atoms listed first:
W 0.047 0.135 -0.167
O 0.004 0.005 0.006
C 0.002 0.009 0.000
C 0.001 0.004 0.004
C -0.006 -0.002 -0.001
C -0.006 0.000 0.002

Values from the calculation:
HOMO (alpha / beta), eV: -6.422 / -6.424
Energy relative to the best compared isomer or geometry (same formula, charge and spin), eV: 1.435
Multiplicity: 2
LUMO energy (alpha / beta), eV: -0.890 / -1.015
HOMO-LUMO gap (alpha / beta), eV: 5.53 / 5.41